A 2-piece molecular cluster, C4H6N2 overall in a non-equilibrium geometry, computed with ωB97M-V with the def2-TZVPD basis set.

Cartesian coordinates (Å):
N1 -0.30261 1.57493 -2.27753
C1 0.11496 0.66365 -1.70054
C2 0.67750 -0.51891 -1.04002
C3 0.87825 -0.38496 0.45329
C4 -1.58089 0.91140 0.81526
N2 0.69264 -1.40064 1.19136
H1 0.04241 -1.38914 -1.22851
H2 1.65361 -0.72086 -1.50106
H3 1.25401 0.58271 0.80098
H4 -2.48574 0.27878 0.68083
H5 -1.88072 1.58738 1.64676
H6 0.93658 -1.18435 2.15918

Forces on the atoms, in the same order (eV/Å):
N 0.4 -0.9 0.6
C -0.3 0.8 -0.5
C 0.0 -0.1 0.0
C 0.0 -0.2 0.1
C -0.6 0.1 0.3
N 0.1 0.4 -0.1
H 0.1 0.1 0.0
H -0.1 0.0 0.1
H 0.0 -0.1 0.0
H 0.3 0.0 -0.1
H 0.2 -0.1 -0.2
H 0.0 0.0 -0.1

## Properties
**HOMO (alpha / beta)**: -9.765 / -9.821 eV
**Kohn-Sham gap (alpha / beta)**: 8.63 / 8.66 eV
**Energy above the lowest of the compared OMol25 structures with the same formula, charge and spin**: 558.6 kJ/mol